DFT (wB97M-V/def2-TZVPD) results for a 4-piece molecular cluster, C24H47BIO11 overall at a distorted geometry.

Output
HOMO-LUMO gap (eV): 6.954
HOMO level (Eh): -0.17260
Net charge: -1
E_LUMO (eV): 2.257

Last columns: bonded neighbours and bond lengths (Å).
Atoms and positions in Å:
1 C -4.52 -2.68 0.89  C2 1.602, H26 1.127, H27 1.125, H28 1.125
2 C -3.98 -3.41 -0.43  C1 1.602, O3 1.433, H29 1.130, H30 1.121
3 O -2.66 -3.88 -0.13  C2 1.433, C4 1.448
4 C -1.67 -3.30 -1.01  O3 1.448, C5 1.602, H31 1.121, H32 1.122
5 C -1.32 -1.79 -0.58  C4 1.602, O6 1.423, H33 1.119, H34 1.126
6 O -0.01 -1.75 -0.02  C5 1.423, C7 1.436
7 C 0.08 -0.94 1.16  O6 1.436, C8 1.605, H35 1.127, H36 1.122
8 C 1.12 0.27 1.02  C7 1.605, C9 1.575, O13 1.442, C16 1.634
9 C 1.29 0.90 -0.42  C8 1.575, C10 1.583, H37 1.132, H38 1.129
10 C 2.75 1.38 -0.77  C9 1.583, C11 1.607, O12 1.455, H39 1.113
11 C 2.68 2.93 -1.18  C10 1.607, H40 1.133, H41 1.130, H42 1.127
12 O 3.21 0.70 -1.97  C10 1.455, H43 0.975
13 O 2.32 -0.38 1.47  C8 1.442, B14 1.497
14 B 2.75 -0.04 2.86  O13 1.497, O15 1.504, H44 1.195, H45 1.217
15 O 1.47 0.56 3.38  B14 1.504, C16 1.407
16 C 0.95 1.29 2.29  C8 1.634, O15 1.407, I17 2.220, C18 1.579
17 I 2.25 3.09 2.33  C16 2.220
18 C -0.47 1.91 2.58  C16 1.579, C19 1.556, H46 1.122, H47 1.131
19 C -1.17 2.55 1.35  C18 1.556, C20 1.472, C25 1.472
20 C -1.14 4.01 1.18  C19 1.472, C21 1.472, H48 1.120
21 C -1.76 4.68 0.02  C20 1.472, C22 1.460, H49 1.118
22 C -2.44 3.90 -1.01  C21 1.460, C23 1.466, H50 1.117
23 C -2.51 2.44 -0.86  C22 1.466, C24 1.573, C25 1.461
24 C -3.20 1.49 -1.90  C23 1.573, H51 1.132, H52 1.117, H53 1.117
25 C -1.90 1.80 0.30  C19 1.472, C23 1.461, H54 1.111
26 H -4.25 -1.58 0.86  C1 1.127
27 H -4.03 -3.16 1.78  C1 1.125
28 H -5.64 -2.72 0.97  C1 1.125
29 H -3.96 -2.59 -1.21  C2 1.130
30 H -4.70 -4.22 -0.70  C2 1.121
31 H -2.08 -3.26 -2.06  C4 1.121
32 H -0.72 -3.89 -0.92  C4 1.122
33 H -2.15 -1.48 0.11  C5 1.119
34 H -1.34 -1.15 -1.50  C5 1.126
35 H 0.47 -1.62 1.98  C7 1.127
36 H -0.89 -0.53 1.54  C7 1.122
37 H 0.99 0.17 -1.23  C9 1.132
38 H 0.61 1.79 -0.58  C9 1.129
39 H 3.48 1.33 0.06  C10 1.113
40 H 2.37 3.06 -2.26  C11 1.133
41 H 1.90 3.49 -0.58  C11 1.130
42 H 3.65 3.46 -0.97  C11 1.127
43 H 2.60 1.00 -2.67  O12 0.975
44 H 3.76 0.58 3.00  B14 1.195
45 H 2.73 -1.14 3.38  B14 1.217
46 H -0.39 2.69 3.38  C18 1.122
47 H -1.16 1.11 3.01  C18 1.131
48 H -0.65 4.69 1.92  C20 1.120
49 H -1.75 5.79 -0.11  C21 1.118
50 H -2.90 4.36 -1.92  C22 1.117
51 H -2.36 0.85 -2.31  C24 1.132
52 H -3.92 0.78 -1.44  C24 1.117
53 H -3.60 2.07 -2.77  C24 1.117
54 H -1.97 0.70 0.40  C25 1.111
55 C 3.31 -4.50 -0.42  C56 1.517, O58 1.426, H59 1.090, H60 1.097
56 C 3.17 -3.17 -1.15  C55 1.517, O57 1.433, H61 1.090, H62 1.094
57 O 2.25 -3.33 -2.24  C56 1.433, H63 0.965
58 O 3.75 -5.51 -1.32  C55 1.426, H64 0.968
59 H 4.03 -4.42 0.40  C55 1.090
60 H 2.34 -4.81 -0.01  C55 1.097
61 H 4.13 -2.87 -1.58  C56 1.090
62 H 2.81 -2.38 -0.49  C56 1.094
63 H 1.37 -3.44 -1.85  O57 0.965
64 H 3.29 -5.34 -2.15  O58 0.968
65 C -0.07 -6.26 2.37  C66 1.518, O68 1.422, H69 1.092, H70 1.097
66 C -0.97 -5.33 3.17  C65 1.518, O67 1.426, H71 1.091, H72 1.095
67 O -0.36 -4.04 3.25  C66 1.426, H73 0.967
68 O 1.21 -6.34 2.99  C65 1.422, H74 0.970
69 H -0.49 -7.27 2.32  C65 1.092
70 H 0.08 -5.88 1.36  C65 1.097
71 H -1.09 -5.69 4.19  C66 1.091
72 H -1.96 -5.24 2.70  C66 1.095
73 H -0.39 -3.65 2.36  O67 0.967
74 H 1.41 -5.45 3.30  O68 0.970
75 C 0.52 7.20 -3.50  C76 1.518, O78 1.422, H79 1.092, H80 1.097
76 C 1.07 7.14 -2.09  C75 1.518, O77 1.426, H81 1.091, H82 1.095
77 O 0.68 5.91 -1.48  C76 1.426, H83 0.966
78 O -0.90 7.07 -3.48  C75 1.422, H84 0.970
79 H 0.77 8.15 -3.98  C75 1.092
80 H 0.92 6.38 -4.10  C75 1.097
81 H 0.65 7.94 -1.48  C76 1.091
82 H 2.16 7.23 -2.08  C76 1.095
83 H 1.17 5.20 -1.92  O77 0.966
84 H -1.09 6.41 -2.79  O78 0.970

Mulliken population analysis, charges in e, atoms 1 to 2: C -0.710; C -0.248